[1]
Below is a cluster of 8 separate species, C46H77NO17S7 in total, with properties calculated with ωB97M-V/def2-TZVPD.

The HOMO energy comes out at -9.057 eV. Its SMILES is [H]/N=C(\C)Cc1cc2c(cc1CCCCOC)C(=O)C=CC2=O.O=S1(=O)CCCC1.O=S1(=O)CCCC1.O=S1(=O)CCCC1.O=S1(=O)CCCC1.O=S1(=O)CCCC1.O=S1(=O)CCCC1.O=S1(=O)CCCC1. The calculation puts the LUMO energy at -0.926 eV.

Bonds (Å) are listed after each position.
CARTESIAN COORDINATES (ANGSTROEM)
1 H 0.857 -0.773 9.019  N2 1.021
2 N 1.653 -0.669 8.388  H1 1.021, C3 1.268
3 C 1.301 0.044 7.401  N2 1.268, C4 1.505, C5 1.509
4 C -0.080 0.614 7.218  C3 1.505, H24 1.086, H25 1.086, H26 1.087
5 C 2.318 0.384 6.340  C3 1.509, C6 1.521, H27 1.085, H28 1.086
6 C 2.666 1.861 6.438  C5 1.521, C7 1.400, C11 1.410
7 C 3.414 2.251 7.555  C6 1.400, C8 1.393, H29 1.079
8 C 3.766 3.587 7.732  C7 1.393, C9 1.389, C22 1.487
9 C 3.366 4.523 6.786  C8 1.389, C10 1.394, C18 1.478
10 C 2.619 4.139 5.673  C9 1.394, C11 1.396, H30 1.079
11 C 2.256 2.806 5.475  C6 1.410, C10 1.396, C12 1.506
12 C 1.443 2.360 4.288  C11 1.506, C13 1.525, H31 1.082, H32 1.085
13 C 0.659 3.452 3.570  C12 1.525, C14 1.527, H33 1.090, H34 1.089
14 C -0.539 3.962 4.368  C13 1.527, C15 1.537, H35 1.089, H36 1.088
15 C -1.525 4.724 3.467  C14 1.537, O16 1.418, H37 1.092, H38 1.085
16 O -1.611 6.109 3.760  C15 1.418, C17 1.420
17 C -2.209 6.376 5.020  O16 1.420, H39 1.091, H40 1.090, H41 1.085
18 C 3.744 5.938 6.977  C9 1.478, O19 1.206, C20 1.476
19 O 3.330 6.829 6.276  C18 1.206
20 C 4.658 6.249 8.094  C18 1.476, C21 1.326, H42 1.081
21 C 5.024 5.361 9.009  C20 1.326, C22 1.476, H43 1.079
22 C 4.535 3.970 8.945  C8 1.487, C21 1.476, O23 1.204
23 O 4.742 3.189 9.838  C22 1.204
24 H -0.542 0.771 8.188  C4 1.086
25 H -0.023 1.582 6.728  C4 1.086
26 H -0.681 -0.027 6.578  C4 1.087
27 H 1.930 0.132 5.360  C5 1.085
28 H 3.208 -0.199 6.558  C5 1.086
29 H 3.712 1.521 8.293  C7 1.079
30 H 2.309 4.882 4.956  C10 1.079
31 H 2.056 1.818 3.581  C12 1.082
32 H 0.709 1.637 4.630  C12 1.085
33 H 1.301 4.273 3.251  C13 1.090
34 H 0.279 2.998 2.655  C13 1.089
35 H -0.159 4.623 5.145  C14 1.089
36 H -1.050 3.134 4.855  C14 1.088
37 H -2.522 4.281 3.520  C15 1.092
38 H -1.184 4.669 2.438  C15 1.085
39 H -1.427 6.550 5.761  C17 1.091
40 H -2.802 5.523 5.348  C17 1.090
41 H -2.827 7.263 4.929  C17 1.085
42 H 5.007 7.270 8.154  C20 1.081
43 H 5.670 5.588 9.842  C21 1.079
44 O -1.937 -1.388 2.489  S45 1.445
45 S -1.735 0.015 2.210  O44 1.445, O46 1.448, C47 1.782, C50 1.800
46 O -1.348 0.924 3.269  S45 1.448
47 C -0.626 0.179 0.824  S45 1.782, C48 1.522, H51 1.085, H52 1.091
48 C -1.542 0.173 -0.393  C47 1.522, C49 1.535, H53 1.089, H54 1.088
49 C -2.739 1.063 -0.029  C48 1.535, C50 1.536, H55 1.093, H56 1.090
50 C -3.197 0.654 1.378  S45 1.800, C49 1.536, H57 1.088, H58 1.088
51 H 0.088 -0.637 0.836  C47 1.085
52 H -0.111 1.134 0.929  C47 1.091
53 H -1.027 0.529 -1.283  C48 1.089
54 H -1.876 -0.847 -0.573  C48 1.088
55 H -2.431 2.111 -0.030  C49 1.093
56 H -3.552 0.961 -0.747  C49 1.090
57 H -3.588 1.491 1.951  C50 1.088
58 H -3.932 -0.149 1.348  C50 1.088
59 O -3.041 -3.140 -1.203  S60 1.444
60 S -1.670 -3.597 -1.190  O59 1.444, O61 1.440, C62 1.786, C65 1.800
61 O -0.572 -2.666 -1.173  S60 1.440
62 C -1.468 -4.775 0.137  S60 1.786, C63 1.526, H66 1.088, H67 1.090
63 C -1.809 -6.119 -0.503  C62 1.526, C64 1.536, H68 1.089, H69 1.092
64 C -1.130 -6.113 -1.881  C63 1.536, C65 1.534, H70 1.092, H71 1.089
65 C -1.440 -4.764 -2.540  S60 1.800, C64 1.534, H72 1.087, H73 1.089
66 H -2.121 -4.500 0.962  C62 1.088
67 H -0.426 -4.733 0.452  C62 1.090
68 H -1.468 -6.949 0.113  C63 1.089
69 H -2.890 -6.210 -0.624  C63 1.092
70 H -0.051 -6.223 -1.755  C64 1.092
71 H -1.472 -6.938 -2.504  C64 1.089
72 H -0.627 -4.413 -3.171  C65 1.087
73 H -2.365 -4.795 -3.113  C65 1.089
74 O 1.763 -2.008 1.261  S75 1.440
75 S 2.688 -1.420 2.196  O74 1.440, O76 1.442, C77 1.789, C80 1.798
76 O 2.523 -0.056 2.630  S75 1.442
77 C 2.811 -2.501 3.616  S75 1.789, C78 1.525, H81 1.088, H82 1.090
78 C 3.923 -3.478 3.248  C77 1.525, C79 1.534, H83 1.089, H84 1.092
79 C 5.029 -2.633 2.603  C78 1.534, C80 1.534, H85 1.092, H86 1.089
80 C 4.357 -1.698 1.588  S75 1.798, C79 1.534, H87 1.087, H88 1.088
81 H 1.848 -2.975 3.789  C77 1.088
82 H 3.088 -1.887 4.474  C77 1.090
83 H 4.283 -4.017 4.123  C78 1.089
84 H 3.551 -4.212 2.530  C78 1.092
85 H 5.532 -2.043 3.371  C79 1.092
86 H 5.783 -3.253 2.121  C79 1.089
87 H 4.863 -0.739 1.509  C80 1.087
88 H 4.274 -2.155 0.605  C80 1.088
89 O -0.273 -0.670 -5.775  S90 1.442
90 S -1.200 -0.131 -4.809  O89 1.442, O91 1.443, C92 1.791, C95 1.796
91 O -0.771 0.846 -3.838  S90 1.443
92 C -2.632 0.489 -5.688  S90 1.791, C93 1.526, H96 1.088, H97 1.090
93 C -3.566 -0.715 -5.764  C92 1.526, C94 1.530, H98 1.090, H99 1.090
94 C -3.516 -1.381 -4.387  C93 1.530, C95 1.530, H100 1.093, H101 1.088
95 C -2.042 -1.489 -3.990  S90 1.796, C94 1.530, H102 1.084, H103 1.088
96 H -2.318 0.868 -6.658  C92 1.088
97 H -3.065 1.294 -5.094  C92 1.090
98 H -4.578 -0.416 -6.035  C93 1.090
99 H -3.206 -1.418 -6.514  C93 1.090
100 H -4.053 -0.768 -3.658  C94 1.093
101 H -3.985 -2.363 -4.399  C94 1.088
102 H -1.902 -1.396 -2.919  C95 1.084
103 H -1.599 -2.416 -4.350  C95 1.088
104 O -3.297 -6.139 -6.965  S105 1.441
105 S -3.121 -4.768 -7.369  O104 1.441, O106 1.443, C107 1.789, C110 1.797
106 O -2.738 -3.758 -6.412  S105 1.443
107 C -2.001 -4.717 -8.764  S105 1.789, C108 1.526, H111 1.087, H112 1.090
108 C -2.914 -4.852 -9.979  C107 1.526, C109 1.535, H113 1.089, H114 1.092
109 C -4.122 -3.948 -9.697  C108 1.535, C110 1.532, H115 1.092, H116 1.088
110 C -4.583 -4.229 -8.264  S105 1.797, C109 1.532, H117 1.087, H118 1.088
111 H -1.272 -5.518 -8.668  C107 1.087
112 H -1.500 -3.749 -8.747  C107 1.090
113 H -2.399 -4.568 -10.896  C108 1.089
114 H -3.242 -5.889 -10.084  C108 1.092
115 H -3.824 -2.902 -9.791  C109 1.092
116 H -4.933 -4.122 -10.403  C109 1.088
117 H -4.986 -3.344 -7.777  C110 1.087
118 H -5.312 -5.036 -8.222  C110 1.088
119 O -7.630 -4.387 -11.282  S120 1.441
120 S -7.467 -3.012 -11.681  O119 1.441, O121 1.441, C122 1.791, C125 1.797
121 O -7.065 -2.006 -10.731  S120 1.441
122 C -6.377 -2.957 -13.101  S120 1.791, C123 1.526, H126 1.088, H127 1.090
123 C -7.313 -3.094 -14.298  C122 1.526, C124 1.535, H128 1.089, H129 1.092
124 C -8.518 -2.194 -13.992  C123 1.535, C125 1.534, H130 1.092, H131 1.089
125 C -8.949 -2.478 -12.547  S120 1.797, C124 1.534, H132 1.087, H133 1.088
126 H -5.645 -3.758 -13.024  C122 1.088
127 H -5.877 -1.989 -13.094  C122 1.090
128 H -6.818 -2.807 -15.224  C123 1.089
129 H -7.640 -4.131 -14.398  C123 1.092
130 H -8.225 -1.147 -14.090  C124 1.092
131 H -9.339 -2.370 -14.685  C124 1.089
132 H -9.344 -1.597 -12.049  C125 1.087
133 H -9.671 -3.290 -12.490  C125 1.088
134 O 11.764 5.532 6.448  S135 1.440
135 S 10.545 4.803 6.207  O134 1.440, O136 1.440, C137 1.790, C140 1.798
136 O 10.472 3.796 5.181  S135 1.440
137 C 9.969 4.123 7.758  S135 1.790, C138 1.525, H141 1.087, H142 1.090
138 C 9.088 5.220 8.348  C137 1.525, C139 1.535, H143 1.090, H144 1.092
139 C 8.250 5.760 7.180  C138 1.535, C140 1.534, H145 1.092, H146 1.089
140 C 9.202 5.981 5.998  S135 1.798, C139 1.534, H147 1.087, H148 1.088
141 H 10.825 3.867 8.378  C137 1.087
142 H 9.389 3.229 7.529  C137 1.090
143 H 8.463 4.836 9.153  C138 1.090
144 H 9.711 6.019 8.756  C138 1.092
145 H 7.489 5.025 6.909  C139 1.092
146 H 7.732 6.678 7.451  C139 1.089
147 H 8.724 5.799 5.039  C140 1.087
148 H 9.637 6.979 6.010  C140 1.088

***

[2]
Below is a cluster of 3 separate species, C36H74BN2O6S in total at a distorted geometry, with properties calculated with ωB97M-V/def2-TZVPD.

The HOMO energy (spin up / spin down) comes out at -3.568 / -3.568 eV. The expectation value of S² is 2.01. The calculation puts the LUMO energy (spin up / spin down) at 1.671 / 1.036 eV. As for the multiplicity: 3. Its charge is -1.

Bonds (Å) are listed after each position.
CARTESIAN COORDINATES (ANGSTROEM)
1 C -0.626 -4.223 2.674  C2 1.585, H25 1.113, H26 1.110, H27 1.110
2 C -1.585 -3.728 1.513  C1 1.585, C3 1.569, H28 1.110, H29 1.116
3 C -2.191 -2.311 1.806  C2 1.569, C4 1.581, H30 1.116, H31 1.110
4 C -3.667 -2.139 1.267  C3 1.581, C5 1.576, H32 1.114, H33 1.110
5 C -3.734 -1.164 0.031  C4 1.576, C6 1.578, H34 1.114, H35 1.112
6 C -3.474 -1.964 -1.303  C5 1.578, C7 1.579, H36 1.116, H37 1.115
7 C -3.245 -0.934 -2.477  C6 1.579, C8 1.566, H38 1.116, H39 1.115
8 C -2.244 -1.475 -3.554  C7 1.566, C9 1.592, H40 1.114, H41 1.113
9 C -2.128 -0.421 -4.742  C8 1.592, C10 1.583, H42 1.115, H43 1.115
10 C -0.860 0.495 -4.498  C9 1.583, C11 1.587, H44 1.112, H45 1.111
11 C 0.220 0.295 -5.644  C10 1.587, C12 1.583, H46 1.115, H47 1.110
12 C 1.538 1.031 -5.168  C11 1.583, C13 1.572, H48 1.113, H49 1.110
13 C 1.979 2.099 -6.235  C12 1.572, C14 1.571, H50 1.122, H51 1.111
14 C 3.507 2.453 -6.151  C13 1.571, C15 1.569, H52 1.114, H53 1.123
15 C 3.916 3.224 -4.848  C14 1.569, C16 1.574, H54 1.113, H55 1.114
16 C 2.958 4.412 -4.462  C15 1.574, O17 1.455, C20 1.588, H56 1.118
17 O 3.877 5.540 -4.492  C16 1.455, B18 1.500
18 B 3.453 6.543 -3.460  O17 1.500, O19 1.492, H57 1.206, H58 1.227
19 O 2.280 5.925 -2.777  B18 1.492, C20 1.411
20 C 2.496 4.542 -2.948  C16 1.588, O19 1.411, S21 1.895, C22 1.560
21 S 3.917 4.251 -1.729  C20 1.895, H59 1.370
22 C 1.416 3.564 -2.388  C20 1.560, O23 1.435, H60 1.117, H61 1.116
23 O 0.206 3.480 -3.155  C22 1.435, O24 1.401
24 O -0.171 4.725 -3.672  O23 1.401, H62 0.971
25 H 0.441 -3.985 2.465  C1 1.113
26 H -0.731 -5.323 2.779  C1 1.110
27 H -0.933 -3.752 3.631  C1 1.110
28 H -0.973 -3.718 0.587  C2 1.110
29 H -2.365 -4.518 1.408  C2 1.116
30 H -2.164 -2.165 2.912  C3 1.116
31 H -1.534 -1.532 1.366  C3 1.110
32 H -4.030 -3.136 0.927  C4 1.114
33 H -4.332 -1.831 2.102  C4 1.110
34 H -2.997 -0.334 0.133  C5 1.114
35 H -4.757 -0.728 0.010  C5 1.112
36 H -4.384 -2.573 -1.519  C6 1.116
37 H -2.602 -2.648 -1.180  C6 1.115
38 H -4.228 -0.753 -2.975  C7 1.116
39 H -2.863 0.032 -2.073  C7 1.115
40 H -1.221 -1.634 -3.142  C8 1.114
41 H -2.630 -2.427 -3.982  C8 1.113
42 H -3.047 0.207 -4.690  C9 1.115
43 H -2.051 -0.961 -5.714  C9 1.115
44 H -0.340 0.250 -3.546  C10 1.112
45 H -1.117 1.575 -4.471  C10 1.111
46 H 0.393 -0.806 -5.686  C11 1.115
47 H -0.167 0.698 -6.603  C11 1.110
48 H 2.374 0.316 -4.996  C12 1.113
49 H 1.322 1.564 -4.220  C12 1.110
50 H 1.843 1.603 -7.232  C13 1.122
51 H 1.322 2.994 -6.248  C13 1.111
52 H 3.886 2.935 -7.082  C14 1.114
53 H 4.034 1.462 -6.108  C14 1.123
54 H 4.928 3.649 -5.031  C15 1.113
55 H 3.997 2.551 -3.964  C15 1.114
56 H 2.226 4.730 -5.245  C16 1.118
57 H 4.320 7.039 -2.785  B18 1.206
58 H 3.034 7.465 -4.154  B18 1.227
59 H 4.906 3.540 -2.357  S21 1.370
60 H 1.254 3.782 -1.305  C22 1.117
61 H 1.869 2.544 -2.425  C22 1.116
62 H -0.598 5.236 -2.965  O24 0.971
63 C 8.871 1.305 -1.166  C64 1.554, H74 1.092, H75 1.092, H76 1.086
64 C 7.502 1.269 -0.432  C63 1.554, C65 1.539, N69 1.491, C73 1.541
65 C 7.048 2.688 -0.050  C64 1.539, C66 1.522, H77 1.095, H78 1.093
66 C 7.802 3.276 1.135  C65 1.522, C67 1.526, H79 1.095, H80 1.093
67 C 7.733 2.326 2.327  C66 1.526, C68 1.536, H81 1.094, H82 1.095
68 C 8.223 0.912 1.982  C67 1.536, N69 1.492, C71 1.544, C72 1.539
69 N 7.583 0.363 0.750  C64 1.491, C68 1.492, O70 1.320
70 O 6.353 0.007 1.070  N69 1.320
71 C 9.759 0.951 1.832  C68 1.544, H83 1.093, H84 1.092, H85 1.090
72 C 7.998 -0.008 3.194  C68 1.539, H86 1.091, H87 1.092, H88 1.093
73 C 6.525 0.756 -1.509  C64 1.541, H89 1.093, H90 1.092, H91 1.091
74 H 8.852 0.707 -2.079  C63 1.092
75 H 9.151 2.323 -1.448  C63 1.092
76 H 9.693 0.884 -0.594  C63 1.086
77 H 5.980 2.679 0.196  C65 1.095
78 H 7.149 3.357 -0.909  C65 1.093
79 H 8.841 3.484 0.860  C66 1.095
80 H 7.360 4.237 1.410  C66 1.093
81 H 8.326 2.736 3.149  C67 1.094
82 H 6.699 2.287 2.686  C67 1.095
83 H 10.143 0.000 1.456  C71 1.093
84 H 10.236 1.131 2.798  C71 1.092
85 H 10.111 1.751 1.181  C71 1.090
86 H 6.954 -0.036 3.510  C72 1.091
87 H 8.573 0.344 4.053  C72 1.092
88 H 8.319 -1.029 2.976  C72 1.093
89 H 6.763 -0.269 -1.801  C73 1.093
90 H 6.595 1.383 -2.401  C73 1.092
91 H 5.485 0.787 -1.183  C73 1.091
92 C -8.028 -1.041 5.695  C93 1.553, H103 1.092, H104 1.092, H105 1.086
93 C -8.195 -1.745 4.321  C92 1.553, C94 1.539, N98 1.489, C102 1.541
94 C -9.574 -2.421 4.217  C93 1.539, C95 1.523, H106 1.095, H107 1.093
95 C -9.690 -3.707 5.024  C94 1.523, C96 1.525, H108 1.094, H109 1.093
96 C -8.565 -4.667 4.648  C95 1.525, C97 1.535, H110 1.094, H111 1.095
97 C -7.176 -4.028 4.786  C96 1.535, N98 1.492, C100 1.544, C101 1.539
98 N -7.077 -2.705 4.103  C93 1.489, C97 1.492, O99 1.319
99 O -6.996 -2.936 2.806  N98 1.319
100 C -6.846 -3.896 6.289  C97 1.544, H112 1.092, H113 1.092, H114 1.090
101 C -6.115 -5.014 4.265  C97 1.539, H115 1.091, H116 1.091, H117 1.092
102 C -8.182 -0.583 3.310  C93 1.541, H118 1.092, H119 1.092, H120 1.091
103 H -7.655 -0.021 5.580  C92 1.092
104 H -8.975 -0.983 6.238  C92 1.092
105 H -7.302 -1.512 6.350  C92 1.086
106 H -9.789 -2.656 3.169  C94 1.095
107 H -10.355 -1.723 4.532  C94 1.093
108 H -9.674 -3.486 6.096  C95 1.094
109 H -10.654 -4.181 4.824  C95 1.093
110 H -8.628 -5.560 5.276  C96 1.094
111 H -8.722 -5.006 3.619  C96 1.095
112 H -5.926 -3.326 6.441  C100 1.092
113 H -6.692 -4.879 6.738  C100 1.092
114 H -7.643 -3.433 6.869  C100 1.090
115 H -6.294 -5.312 3.231  C101 1.091
116 H -6.121 -5.930 4.858  C101 1.091
117 H -5.114 -4.583 4.330  C101 1.092
118 H -7.213 -0.080 3.299  C102 1.092
119 H -8.938 0.156 3.585  C102 1.092
120 H -8.411 -0.906 2.293  C102 1.091

***

[3]
Below is the ion C5H10N5 with charge +1 at a distorted geometry, with properties calculated with ωB97M-V/def2-TZVPD.

The HOMO energy comes out at -12.173 eV. Its SMILES is NN1C=CCN=C1NC=[NH2+]. The calculation puts the LUMO energy at -3.420 eV. Its charge is +1.

Bonds (Å) are listed after each position.
CARTESIAN COORDINATES (ANGSTROEM)
1 N 0.689 -1.471 0.326  N2 1.356, H11 1.014, H12 1.100
2 N -0.316 -0.647 -0.061  N1 1.356, C3 1.441, C7 1.392
3 C -1.701 -0.955 -0.320  N2 1.441, C4 1.309, H13 1.124
4 C -2.722 -0.143 -0.207  C3 1.309, C5 1.499, H14 1.070
5 C -2.429 1.228 0.323  C4 1.499, N6 1.421, H15 1.012, H16 1.108
6 N -1.081 1.615 0.097  C5 1.421, C7 1.257
7 C -0.189 0.738 -0.019  N2 1.392, N6 1.257, N8 1.455
8 N 1.127 1.350 -0.121  C7 1.455, C9 1.333, H17 1.043
9 C 2.426 1.052 -0.143  N8 1.333, N10 1.313, H18 1.119
10 N 2.989 -0.123 0.016  C9 1.313, H19 0.999, H20 1.051
11 H 0.820 -2.293 -0.253  N1 1.014
12 H 0.389 -1.715 1.356  N1 1.100
13 H -1.919 -2.002 -0.665  C3 1.124
14 H -3.706 -0.522 -0.392  C4 1.070
15 H -3.061 1.844 -0.171  C5 1.012
16 H -2.623 1.227 1.414  C5 1.108
17 H 1.016 2.354 -0.382  N8 1.043
18 H 3.024 1.989 -0.273  C9 1.119
19 H 3.984 -0.041 -0.014  N10 0.999
20 H 2.339 -0.937 0.162  N10 1.051

***

Q: What is the formula in the third record?
A: C5H10N5